83
Properties=species:S:1:pos:R:3:forces:R:3 method="wB97M-V/def2-TZVPD" relative_energy_kcal_mol=50.8 total_energy_ev=-39773.39421 multiplicity=1 e_lumo_ev=-2.799
Hg 1.24013 0.19420 -3.03404 -0.742 0.378 2.230
B 2.68892 1.86279 -2.25880 -0.353 -1.103 0.038
H 3.30229 2.74221 -1.97330 1.414 2.098 0.209
H 1.77955 1.76425 -1.61969 -2.154 0.138 2.226
H 2.33379 2.04637 -3.30915 -1.055 0.898 -3.526
H 3.27344 0.91497 -2.24142 1.916 -2.149 0.383
C -1.06482 0.86724 -0.83111 -0.823 0.334 -0.678
O -0.35630 -0.20953 -1.38228 0.925 -0.593 -0.739
H -0.73345 1.24468 0.13868 0.804 0.021 -0.157
H -1.13171 1.66188 -1.57661 0.050 0.506 0.410
H -2.10781 0.61219 -0.61650 -0.224 -0.480 -0.283
C 3.75943 0.39324 1.15703 1.056 -0.478 -0.870
C 2.73409 1.45056 1.34485 -1.248 0.060 0.837
C 2.42335 1.67969 2.83646 -0.229 0.061 0.059
O 3.04458 2.65877 0.70301 0.269 0.494 0.304
H 3.33997 -0.60229 1.30828 0.098 -0.014 0.571
H 4.66284 0.59326 1.73471 -0.043 -0.253 0.215
H 4.06680 0.37002 0.10981 0.020 0.209 -0.101
H 1.82135 1.05012 0.89084 -0.333 -0.001 -0.008
H 3.13437 2.29269 3.39203 0.406 -0.003 -0.426
H 2.38685 0.71941 3.35344 -0.019 -0.110 -0.064
H 1.46128 2.16463 3.00848 -0.105 0.005 -0.294
H 2.83634 2.55347 -0.23347 0.154 0.062 0.079
C -1.06201 -2.24485 1.95439 -0.078 0.282 0.216
C 0.42578 -1.94559 1.94552 -0.018 -0.711 1.142
C 1.24681 -3.03727 2.61288 -0.195 -0.844 -0.451
O 0.86817 -1.80446 0.61683 0.372 0.223 -0.076
H -1.53636 -1.38381 1.47965 -0.342 -0.131 -0.080
H -1.44076 -2.30531 2.97547 0.023 0.029 0.053
H -1.34290 -3.16147 1.43593 0.195 0.032 -0.137
H 0.54559 -1.02895 2.52939 0.257 0.335 -0.214
H 0.84166 -3.36415 3.57066 -0.002 0.441 0.155
H 2.31325 -2.83671 2.71354 -0.080 0.341 0.022
H 1.16147 -3.93130 1.99044 0.081 -0.058 -0.181
H 0.32231 -1.11884 0.20466 -0.124 0.132 -0.697
C -1.18468 -3.92097 -1.70481 -1.507 -0.339 0.393
C -2.49033 -3.13040 -2.07327 0.959 0.600 -0.226
C -3.37534 -2.66274 -0.94500 0.202 -0.708 1.271
O -2.15508 -1.99378 -2.86705 -0.356 -0.502 -0.879
H -1.46213 -4.43036 -0.77960 0.546 -0.189 0.184
H -0.26769 -3.34975 -1.56431 -0.336 0.449 0.175
H -0.95864 -4.70316 -2.42972 -0.154 0.115 -0.194
H -3.17358 -3.79744 -2.60160 0.461 0.060 -0.824
H -3.70633 -3.54386 -0.38904 -0.087 -0.099 0.130
H -4.28680 -2.18567 -1.30236 0.252 0.236 -0.192
H -2.85023 -2.04953 -0.21124 -0.062 0.320 -0.197
H -1.49493 -1.47782 -2.38754 0.133 0.265 0.434
C 4.73177 -1.71645 -2.08970 0.227 0.958 0.178
C 3.35246 -2.30753 -2.08403 0.654 -1.448 -0.160
C 3.31449 -3.59842 -1.26244 -0.834 0.388 -0.013
O 2.37594 -1.37785 -1.61908 0.399 -0.206 -0.914
H 4.89461 -1.28819 -1.09982 0.396 -0.202 0.072
H 4.84172 -0.88031 -2.78185 -0.176 -0.005 -0.108
H 5.49959 -2.44338 -2.35218 -0.088 -0.121 0.193
H 3.12164 -2.64208 -3.09839 -0.436 0.386 -0.186
H 2.27694 -3.93690 -1.28511 0.002 -0.280 0.106
H 3.57102 -3.43233 -0.21531 0.224 0.025 -0.009
H 3.93722 -4.37497 -1.70397 0.106 0.116 0.075
H 2.05672 -1.64422 -0.74752 -0.460 -0.016 0.505
C -5.66715 -0.11722 2.18198 0.246 -0.268 -0.994
C -4.67597 0.70341 1.36940 -1.136 0.232 -0.176
C -5.19604 1.01632 -0.02298 0.715 -0.745 -0.286
O -4.56657 1.96214 1.97041 0.592 1.182 0.592
H -5.41391 0.02590 3.23184 -0.281 -0.527 0.102
H -5.60396 -1.14378 1.81701 0.072 -0.272 0.583
H -6.68771 0.19257 1.95641 0.010 0.306 0.323
H -3.70021 0.21069 1.35951 0.086 -0.140 -0.249
H -4.42554 1.54403 -0.58586 -0.088 0.129 -0.037
H -6.09983 1.62308 0.00987 0.020 -0.069 0.157
H -5.38455 0.07943 -0.54934 -0.178 0.043 -0.119
H -4.24376 1.84374 2.86824 0.012 0.124 0.073
C 0.63012 5.55006 -0.98892 -1.201 0.253 0.543
C -0.56314 4.84588 -0.27222 0.647 0.052 -0.683
C -0.11169 3.87576 0.80108 0.005 0.511 -0.454
O -1.45044 5.83264 0.25211 0.476 0.566 0.207
H 0.15328 6.21457 -1.71008 0.373 0.109 -0.184
H 1.34640 4.89497 -1.48343 -0.352 -0.331 -0.011
H 1.20805 6.15462 -0.28906 -0.153 0.042 0.147
H -1.17503 4.34855 -1.02931 0.371 -0.529 -0.227
H -1.02188 3.51897 1.28505 0.271 -0.401 0.317
H 0.55422 4.39399 1.49140 -0.201 -0.025 0.231
H 0.48047 3.08275 0.34608 -0.212 -0.176 0.133
H -2.19181 5.37297 0.65512 -0.034 -0.019 0.028


107
Properties=species:S:1:pos:R:3:forces:R:3 method="wB97M-V/def2-TZVPD" relative_energy_kcal_mol=893.3 total_energy_ev=-163010.00677 multiplicity=1 e_lumo_ev=0.066
C -6.09571 0.01541 -4.30415 -0.688 -0.710 -0.194
O -4.77227 0.17305 -4.77949 0.846 0.497 -0.217
P -3.90403 1.50268 -4.47636 0.057 0.474 -0.362
O -2.61579 1.51072 -5.24449 -1.836 -0.293 1.530
O -4.91493 2.73863 -4.86609 0.860 -1.541 1.990
C -5.15870 3.11369 -6.20452 0.922 -0.478 -0.780
O -3.88572 1.56039 -2.87084 -3.150 2.644 -2.740
C -3.06894 0.81614 -2.01746 -5.569 6.839 -3.116
H -6.63175 -0.62455 -5.00501 0.042 0.365 -0.524
H -6.61509 0.96830 -4.20240 0.057 -0.107 0.205
H -6.15411 -0.61483 -3.41674 0.412 0.562 0.556
H -4.45584 3.90927 -6.45175 -0.529 0.426 -0.047
H -6.21832 3.33459 -6.33298 0.226 0.322 0.124
H -4.88412 2.31488 -6.89344 -0.193 -0.260 -0.035
H -2.14921 0.64450 -2.57669 -6.686 6.388 -1.704
H -3.57576 -0.06391 -1.62156 -1.595 2.014 -1.400
H -2.77657 1.50116 -1.22161 -0.614 -0.194 -0.220
C 2.04197 6.06428 2.45035 -0.294 -0.124 0.313
O 1.99108 5.58765 1.12804 1.469 -0.801 -1.385
P 2.95831 4.36936 0.60904 -1.173 1.740 -1.358
O 2.69235 4.16623 -0.85758 0.710 -0.251 2.497
O 2.61882 3.23743 1.64341 2.497 1.186 -0.509
C 1.53189 2.33242 1.43866 3.959 2.983 -0.119
O 4.45175 4.88134 1.00778 -1.315 -0.502 -0.180
C 5.56688 4.00546 0.88677 0.419 -0.802 0.158
H 1.25666 5.54413 2.99882 0.037 0.080 0.363
H 1.81448 7.12984 2.41966 0.102 -0.038 0.097
H 3.00856 5.88866 2.92253 0.009 0.076 0.015
H 0.98780 2.34301 0.49424 3.748 3.535 -1.097
H 0.77210 2.32266 2.22015 5.129 5.258 1.284
H 2.00785 1.36074 1.57058 -1.289 2.122 -0.929
H 6.25188 4.19100 1.71409 -0.024 0.332 -0.146
H 6.08241 4.07938 -0.07075 -0.134 0.520 -0.017
H 5.31308 2.94927 0.97702 -0.482 -0.055 0.107
C -3.74644 -4.91962 1.32555 0.915 -0.502 0.041
O -4.11863 -3.58637 1.56784 1.638 2.815 0.698
P -2.96627 -2.47685 1.99132 -1.197 0.978 0.343
O -3.49964 -1.07842 2.07818 0.738 -1.949 -0.588
O -1.73713 -2.71119 0.93595 -4.894 1.370 3.026
C -1.98120 -2.44366 -0.43017 -1.456 -3.858 1.760
O -2.37446 -2.95113 3.41694 -1.219 -0.611 -2.058
C -1.69599 -2.09120 4.30636 -0.841 0.152 0.439
H -4.00086 -5.18136 0.29849 -0.725 -0.292 0.285
H -4.17886 -5.48597 2.15039 -0.098 -0.535 -0.596
H -2.66394 -5.04709 1.33223 0.209 0.007 0.352
H -1.17096 -1.83443 -0.83073 -0.835 -2.891 3.177
H -3.00734 -2.11036 -0.58526 0.028 -0.121 0.702
H -1.93957 -3.39727 -0.95647 -0.360 -0.077 -0.318
H -2.30276 -2.00799 5.20802 0.238 -0.009 0.084
H -1.52644 -1.10504 3.87412 -0.963 -0.042 0.076
H -0.69994 -2.51698 4.42764 -1.074 -0.216 1.018
C -0.55669 1.45886 2.68186 -2.327 -0.940 1.204
O 0.00862 1.66706 1.36471 -13.968 -11.033 -3.239
P 0.01637 0.35387 0.36479 -1.014 -0.086 -1.895
O 0.20078 -1.00219 0.97088 -0.625 7.049 -4.559
O -1.44564 0.45591 -0.40114 2.484 -0.514 0.710
C -1.78749 -0.40863 -1.47475 8.832 -5.525 -0.416
O 1.17551 0.68566 -0.74211 -2.978 0.358 5.579
C 2.56240 0.63941 -0.42306 1.575 0.051 -0.686
H 0.29476 1.29823 3.34317 -1.315 0.034 -0.480
H -1.20407 0.59057 2.80458 -0.393 0.227 -0.682
H -1.10538 2.35797 2.96228 -0.001 -0.018 -0.249
H -1.64330 0.03336 -2.46063 5.267 -6.222 2.762
H -2.70607 -0.98111 -1.34601 2.244 1.068 -0.379
H -1.10331 -1.24823 -1.59750 1.204 2.831 -1.757
H 3.07491 0.04386 -1.17855 -0.621 0.694 0.071
H 2.76672 0.13413 0.52090 -1.901 1.251 -3.160
H 2.99628 1.63916 -0.44119 -0.384 0.164 0.208
C 1.94798 -2.51887 -5.19101 0.261 0.714 -1.078
O 2.87309 -2.07393 -4.13926 -1.901 -0.586 1.133
P 2.33184 -2.11945 -2.58898 -0.296 -1.333 -1.281
O 3.31658 -1.57632 -1.62513 -0.511 -1.715 -1.270
O 0.89721 -1.34837 -2.63766 0.585 -2.380 0.966
C 0.86907 0.00410 -2.95608 1.115 2.116 -3.345
O 1.90651 -3.68917 -2.42313 0.239 2.330 -0.068
C 1.80205 -4.27858 -1.10465 3.529 -3.121 -2.944
H 0.95156 -2.08049 -5.24630 -0.080 0.342 1.199
H 1.79065 -3.59079 -5.31070 0.614 -0.066 0.588
H 2.35259 -2.10813 -6.11604 0.538 -0.347 0.063
H 1.08117 0.67290 -2.12191 -0.467 -0.660 -2.419
H -0.03773 0.34044 -3.45877 -0.369 -0.637 0.017
H 1.62343 0.16921 -3.72535 0.175 0.197 -0.255
H 2.52841 -5.08911 -1.04510 0.696 -0.387 -0.579
H 0.85363 -4.77689 -0.90398 2.887 -0.566 -2.877
H 2.18514 -3.67176 -0.28422 -1.048 -0.677 -2.204
C 0.83003 -1.22720 3.29353 0.199 2.480 0.919
O 1.90250 -0.67006 4.04464 1.313 0.598 0.849
P 2.76829 0.59949 3.61683 0.053 -1.401 0.520
O 3.99451 0.77512 4.37260 0.167 -0.083 0.158
O 2.94003 0.33389 2.03450 0.756 0.105 3.655
C 3.74689 -0.68289 1.51111 4.252 -0.849 1.794
O 1.74074 1.84150 3.72737 2.521 -0.905 2.713
C 1.37063 2.21505 5.07861 -0.417 0.936 0.461
H -0.01750 -1.29209 3.97586 1.947 -0.154 -0.427
H 1.13185 -2.13546 2.77193 0.525 2.214 2.044
H 0.46282 -0.52913 2.54123 0.988 -0.399 1.427
H 4.52990 -0.91535 2.23288 0.197 -0.052 0.114
H 4.23119 -0.40172 0.57597 0.253 0.107 0.479
H 3.13162 -1.57308 1.38031 2.663 3.662 0.662
H 1.53403 3.28643 5.19504 0.767 -0.137 -0.037
H 1.79666 1.64055 5.90113 0.489 -0.023 -0.429
H 0.29259 2.18591 5.23700 -0.307 -0.660 -0.599
C 0.53132 -3.05635 1.46319 0.226 -5.143 0.110
Cl 2.28129 -2.72881 1.09455 -3.780 -3.615 2.255
Cl 0.22792 -3.85871 3.04540 0.831 -3.179 -1.108
Cl -0.11331 -3.99393 0.11498 -2.014 -0.249 5.030
H 0.00795 -2.10362 1.54368 0.291 -2.291 0.131


98
Properties=species:S:1:pos:R:3:forces:R:3 method="wB97M-V/def2-TZVPD" charge=+1 total_energy_ev=-60808.92280 multiplicity=1 e_lumo_ev=-3.114
C 4.08840 -3.99295 -1.18876 -0.140 0.121 -0.664
C 4.27771 -2.48597 -1.81114 0.791 0.281 0.194
C 4.34111 -1.28269 -0.69967 -0.113 0.423 -0.242
C 3.04063 -1.20171 0.30362 1.993 0.731 0.975
N 2.02980 -0.26351 -0.31459 1.573 1.130 3.637
N 0.99625 -0.92327 -0.95990 -4.605 -2.016 0.482
C -0.25346 -0.84731 -0.05552 0.702 -1.200 -0.701
N -0.45731 -2.00311 0.87417 -1.178 1.979 -3.667
C -1.82440 -2.12365 1.47197 -1.683 0.405 1.264
C -3.08226 -2.11928 0.42708 -1.450 -0.256 0.700
C -3.66498 -3.63998 0.06607 -0.790 1.157 -0.912
C -2.74966 -4.43812 -1.03586 -1.231 -0.671 0.889
O -2.05619 -3.51469 -1.95685 -2.190 -0.643 0.045
C -3.04814 -2.95686 -2.92317 -0.350 0.863 -0.335
N -1.00166 0.29155 -0.18662 1.482 -1.361 0.701
C -0.70958 1.43192 -1.18026 -0.575 0.922 -1.274
O 0.40555 2.29829 -0.77113 -1.567 -1.559 -1.384
C 1.07593 2.93369 -1.91536 2.103 0.886 -1.017
C 1.95403 1.88934 -2.85404 -0.182 0.408 -0.643
H 3.64630 -4.66550 -2.05870 1.170 1.153 1.924
H 5.13543 -4.38175 -0.82467 -2.182 0.612 -0.775
H 3.33912 -4.06693 -0.29099 1.411 0.315 -1.685
H 5.32752 -2.47499 -2.37476 -2.375 -0.023 1.065
H 3.45782 -2.20989 -2.61877 1.531 -0.701 1.690
H 5.32126 -1.27745 -0.03869 -2.011 -0.362 -1.421
H 4.36532 -0.26040 -1.31581 -0.104 -2.170 1.515
H 3.42894 -0.66122 1.29496 -0.819 -1.093 -2.229
H 2.61818 -2.23617 0.65011 0.529 1.715 -0.897
H 1.56662 0.21713 0.51111 1.185 -0.271 -1.361
H 1.27374 -1.93276 -1.03829 -0.597 1.010 0.098
H -0.34124 -2.87056 0.26782 0.428 1.408 0.879
H -1.85955 -3.12010 2.11506 0.212 2.157 -1.410
H -1.97329 -1.22787 2.23728 0.454 -1.855 -1.540
H -2.91822 -1.48447 -0.55178 -0.019 -1.502 1.951
H -3.98697 -1.58616 0.99579 1.928 -1.245 -1.150
H -3.90646 -4.26363 1.03807 0.748 1.276 -1.984
H -4.72060 -3.43589 -0.45159 2.227 -0.400 1.264
H -3.48496 -5.11832 -1.66086 1.598 1.199 1.238
H -2.03392 -5.15451 -0.44425 -0.784 1.604 -1.540
H -2.72697 -3.22893 -4.01609 -0.538 0.513 2.121
H -3.10053 -1.77239 -2.81021 0.287 -2.532 -0.288
H -4.13949 -3.34483 -2.74698 2.199 0.549 -0.233
H -1.84060 0.42826 0.41603 1.086 -0.381 -0.552
H -0.58860 0.92160 -2.22646 0.240 1.000 2.034
H -1.70816 2.08370 -1.25357 2.062 -1.541 0.500
H 0.35042 3.62539 -2.56386 1.248 -1.798 1.386
H 1.87971 3.68399 -1.44981 -2.084 -1.678 -0.770
H 2.37580 2.51678 -3.77250 -0.950 -1.266 1.991
H 1.28731 1.03924 -3.34376 1.489 1.736 1.097
H 2.88554 1.43521 -2.27763 -2.284 0.947 -1.077
C -6.24943 -1.41766 3.43914 0.013 -0.773 -0.579
O -5.84541 -2.11602 2.52276 0.250 -0.024 -0.002
N -7.54022 -1.06101 3.56729 -1.238 0.088 -0.173
N -5.44014 -0.94227 4.40283 1.330 0.500 0.796
H -7.89183 -0.48677 4.31473 0.012 -0.212 -0.029
H -8.18316 -1.39785 2.86265 0.189 0.178 0.119
H -4.46038 -1.18743 4.34378 -0.420 0.093 0.111
H -5.75425 -0.36589 5.16518 0.056 -0.153 -0.071
C -0.08632 -1.06732 -5.67302 0.295 0.752 -0.403
O 0.37839 0.03133 -5.93322 -0.019 0.052 0.124
N -0.82231 -1.77226 -6.55117 -0.752 -0.372 -1.152
N 0.09598 -1.67144 -4.48498 0.371 -0.292 1.557
H -1.21334 -2.67822 -6.35530 0.113 0.157 -0.066
H -0.98345 -1.35340 -7.45778 0.055 -0.194 0.325
H 0.64444 -1.17466 -3.79511 -0.145 -0.232 -0.179
H -0.27868 -2.57560 -4.25220 0.078 0.122 -0.013
C -7.48663 1.20404 0.78247 -0.059 -0.690 -0.312
O -7.49488 0.04599 0.39576 0.006 -0.072 -0.007
N -7.81081 2.23896 -0.01352 -0.356 0.808 -1.213
N -7.15271 1.54894 2.03913 0.557 0.159 1.436
H -7.80990 3.19913 0.28670 -0.026 -0.184 -0.054
H -8.06845 2.02299 -0.96763 0.056 0.116 0.372
H -6.90189 0.79975 2.67105 -0.188 0.310 -0.290
H -7.14003 2.49680 2.37598 -0.022 -0.141 -0.127
C 4.56204 2.25525 2.41109 0.326 0.734 0.365
O 4.66866 1.05218 2.23236 -0.120 -1.048 -0.010
N 3.62059 3.00013 1.80397 -1.159 0.119 -0.798
N 5.37633 2.94380 3.23113 0.792 -0.013 0.341
H 3.51706 3.99172 1.93845 0.029 -0.153 -0.108
H 2.98677 2.52060 1.17814 0.219 0.319 0.131
H 6.09911 2.42069 3.70806 -0.262 0.171 0.213
H 5.30416 3.93440 3.39107 -0.027 -0.213 -0.026
C 2.66208 6.42824 -1.88367 0.098 -0.076 0.157
O 2.53273 5.64512 -0.95594 -0.030 -0.236 0.356
N 1.64663 7.17721 -2.35022 -1.319 0.457 -0.111
N 3.83155 6.61240 -2.52247 1.267 -0.210 -0.285
H 1.73365 7.82739 -3.11293 -0.005 -0.114 0.146
H 0.74866 7.06907 -1.89712 0.348 0.103 -0.189
H 4.62183 6.06784 -2.20240 -0.268 0.241 -0.152
H 3.95758 7.25248 -3.28829 -0.024 -0.114 0.145
C 5.61368 0.37201 6.13319 0.092 0.289 -0.198
O 6.07839 1.47066 5.87300 0.183 0.257 -0.081
N 4.87769 -0.33292 5.25505 -0.706 -0.321 -1.056
N 5.79598 -0.23211 7.32124 0.466 -0.183 1.419
H 4.48666 -1.23889 5.45092 0.131 0.187 0.008
H 4.71655 0.08593 4.34844 0.064 -0.124 -0.022
H 6.34444 0.26467 8.01111 -0.210 -0.233 -0.246
H 5.42132 -1.13627 7.55401 0.082 0.191 -0.064


| no. | gap between HOMO and LUMO (eV) |
| --- | --- |
| 1 | 6.9 |
| 2 | 8.3 |
| 3 | 8.1 |